Record 1
DFT (ωB97M-V/def2-TZVPD) results for an isolated ion of composition CH4N3 and charge +1.

Geometry (Å):
C 0.6765 0.0013 1.0453
N 0.2607 -0.2950 -0.1848
N -0.5840 -0.1294 -0.9236
N -1.2272 -0.3267 -1.9626
H 0.8508 -0.7711 1.7663
H 0.1077 0.8097 1.4158
H 1.8083 0.3431 1.0145
H -1.8927 0.3681 -2.1709

## Properties
charge = +1
electronic energy = -5560.2944 eV
SMILES = CN=[N+]=N
2S+1 = 1
molar mass = 58.06 g/mol
ΔE to the lowest compared entry with this formula, charge and spin = 442.92 kJ/mol
LUMO energy = -7.08 eV
HOMO level = -16.43 eV



Record 2
DFT (ωB97M-V/def2-TZVPD) results for a 2-piece molecular cluster, CH4N3O overall.

Geometry (Å):
C -0.1736 -0.0005 0.1110
N 0.7450 -1.5030 -1.8514
N 0.4706 1.0819 0.0436
N -1.2312 -0.2260 0.8092
O 1.8373 -1.7591 -1.8093
H 1.2909 1.1205 -0.4836
H 0.3687 1.9838 0.6653
H -1.7292 -1.1894 1.0370
H -1.5786 0.4919 1.4783

## Properties
charge = +1
electronic energy = -7608.5254 eV
2S+1 = 1
molar mass = 74.06 g/mol
ΔE to the lowest compared entry with this formula, charge and spin = 432.51 kJ/mol
LUMO energy (spin up / spin down) = -5.33 / -6.54 eV
HOMO level (spin up / spin down) = -15.03 / -13.56 eV



Record 3
DFT (ωB97M-V/def2-TZVPD) results for CH4N3O2 as an isolated structure.

Geometry (Å):
C 0.1731 -0.1663 -0.5252
N 0.2406 2.0236 0.3753
N -0.5175 0.9059 0.4184
N 0.5563 2.4431 1.5508
O 0.2006 1.8360 2.6079
O 1.2224 3.4983 1.5878
H 0.8462 -0.8881 -0.0108
H -0.4165 -0.8924 -1.0560
H 0.8352 0.4160 -1.1433
H -0.3601 0.5084 1.6534

## Properties
charge = -1
electronic energy = -9662.9268 eV
2S+1 = 1
molar mass = 90.06 g/mol
ΔE to the lowest compared entry with this formula, charge and spin = 385.36 kJ/mol
LUMO energy = 4.34 eV
HOMO level = -2.83 eV